(1)
# C2H6N2

A structure of composition C2H6N2 (ωB97M-V with the def2-TZVPD basis set, OMol25).

Values from the calculation:
Net charge   0
DFT total energy   -5146.38080 eV
Relative energy (zero: lowest compared OMol25 entry of this formula, charge and spin)   5.539 eV

CARTESIAN COORDINATES (ANGSTROEM)
C: -0.708 -0.114 -0.812
C: -0.130 0.083 1.294
N: 0.428 0.537 -0.525
N: 1.598 0.320 -0.948
H: 1.598 -0.518 -1.564
H: -0.732 -0.861 -1.615
H: -1.637 0.346 -0.510
H: -0.778 0.904 1.572
H: 0.897 0.202 1.607
H: -0.536 -0.900 1.500

Atom charges from the Löwdin analysis, given in e for atoms 1 to 5: -0.051, 0.088, -0.324, -0.019, 0.027

(2)
# C2H2N2O2S

An isolated molecule of C2H2N2O2S in a non-equilibrium geometry (ωB97M-V with the def2-TZVPD basis set, OMol25).

Values from the calculation:
Net charge   0
SMILES   Oc1nc(=S)[nH]o1
DFT total energy   -20015.02523 eV
Relative energy (zero: lowest compared OMol25 entry of this formula, charge and spin)   1.324 eV

CARTESIAN COORDINATES (ANGSTROEM)
O: -0.796 1.654 -1.266
C: -0.391 0.639 -0.572
N: -1.063 -0.463 -0.380
C: -0.278 -1.215 0.395
S: -0.521 -2.595 1.257
N: 0.982 -0.566 0.528
O: 0.839 0.748 -0.015
H: -0.104 2.356 -1.426
H: 1.331 -0.559 1.479

Atom charges from the Löwdin analysis, given in e for atoms 1 to 5: 0.184, -0.460, 0.166, -0.927, 0.625

(3)
# C46H32AlN9OS

A structure of composition C46H32AlN9OS in a non-equilibrium geometry (ωB97M-V with the def2-TZVPD basis set, OMol25).

Values from the calculation:
Net charge   0
DFT total energy   -81117.72403 eV
Relative energy (zero: lowest compared OMol25 entry of this formula, charge and spin)   0.745 eV

CARTESIAN COORDINATES (ANGSTROEM)
Al: 0.146 0.407 0.109
C: 4.829 -4.720 3.211
C: 5.174 -3.596 2.473
C: 4.185 -2.752 1.989
C: 2.838 -3.023 2.234
C: 2.502 -4.156 2.972
C: 3.492 -4.999 3.457
C: 1.815 -2.055 1.752
C: 0.848 -2.449 0.847
C: 0.654 -3.806 0.425
C: -0.418 -3.810 -0.396
C: -0.850 -2.446 -0.519
C: -1.866 -2.053 -1.372
C: -2.555 -3.086 -2.200
C: -3.820 -3.553 -1.854
C: -4.471 -4.484 -2.652
C: -3.866 -4.957 -3.808
C: -2.601 -4.501 -4.157
C: -1.950 -3.574 -3.355
C: -2.206 -0.722 -1.569
N: -1.669 0.343 -0.902
C: -2.236 1.451 -1.485
C: -2.030 2.766 -1.094
C: -2.696 3.866 -1.847
C: -4.085 3.973 -1.894
C: -4.689 5.019 -2.578
C: -3.912 5.973 -3.221
C: -2.528 5.875 -3.178
C: -1.924 4.830 -2.494
C: -1.280 3.107 0.030
C: -1.290 4.423 0.613
C: -0.564 4.348 1.750
C: -0.094 2.995 1.845
N: -0.546 2.244 0.798
C: 0.736 2.541 2.858
C: 1.274 1.266 2.850
C: 2.140 0.781 3.883
C: 2.505 -0.474 3.534
C: 1.830 -0.773 2.302
N: 1.083 0.301 1.885
C: 1.087 3.464 3.973
C: 0.206 3.652 5.034
C: 0.538 4.494 6.086
C: 1.753 5.166 6.085
C: 2.633 4.989 5.026
C: 2.302 4.143 3.977
C: -3.116 1.065 -2.555
C: -3.120 -0.284 -2.589
N: -0.079 -1.619 0.259
H: 5.599 -5.377 3.596
H: 6.216 -3.368 2.288
H: 4.442 -1.869 1.415
H: 1.460 -4.356 3.192
H: 3.221 -5.867 4.046
H: 1.261 -4.642 0.732
H: -0.889 -4.650 -0.882
H: -4.294 -3.179 -0.954
H: -5.457 -4.835 -2.372
H: -4.377 -5.676 -4.436
H: -2.126 -4.859 -5.062
H: -0.965 -3.208 -3.626
H: -4.691 3.241 -1.373
H: -5.769 5.098 -2.600
H: -4.384 6.790 -3.754
H: -1.917 6.622 -3.671
H: -0.844 4.750 -2.453
H: -1.812 5.272 0.205
H: -0.348 5.125 2.466
H: 2.407 1.331 4.771
H: 3.116 -1.170 4.084
H: -0.743 3.127 5.035
H: -0.153 4.626 6.910
H: 2.016 5.821 6.906
H: 3.581 5.513 5.015
H: 2.990 4.002 3.151
H: -3.646 1.743 -3.205
H: -3.657 -0.937 -3.257
N: 1.833 -2.163 -4.479
C: 2.411 -3.011 -3.615
N: 2.657 -4.276 -4.036
N: 2.773 -2.725 -2.399
C: 2.538 -1.651 -1.691
N: 2.416 -0.800 -0.906
H: 1.487 -2.510 -5.356
H: 1.414 -1.306 -4.125
H: 2.623 -4.511 -5.010
H: 3.197 -4.855 -3.419
O: 0.424 0.322 -3.571
S: 0.993 1.435 -2.779
N: 0.893 1.392 -1.319

Atom charges from the Löwdin analysis, given in e for atoms 1 to 5: 0.234, -0.093, -0.076, -0.026, -0.199

(4)
# C12H40ClNO12

A cluster of 8 separate species, C12H40ClNO12 in total in a non-equilibrium geometry (ωB97M-V with the def2-TZVPD basis set, OMol25).

Values from the calculation:
Net charge   0
DFT total energy   -51667.63395 eV

CARTESIAN COORDINATES (ANGSTROEM)
N: -0.233 -0.656 -0.081
H: -0.297 -1.170 -0.948
H: -1.147 -0.489 0.315
H: 0.365 0.158 -0.071
H: 0.142 -1.329 0.572
Cl: 0.775 -2.753 -4.149
C: 2.331 6.868 -5.189
C: 2.634 6.008 -3.960
O: 1.747 4.965 -3.834
O: 3.150 7.971 -5.163
H: 1.347 7.323 -5.075
H: 2.334 6.250 -6.087
H: 2.606 6.680 -3.103
H: 3.644 5.605 -3.886
H: 1.785 4.536 -2.976
H: 3.119 8.351 -4.283
C: -2.807 4.598 0.358
C: -4.021 3.685 -0.087
O: -4.663 3.321 1.081
O: -1.765 3.810 0.887
H: -3.018 5.346 1.121
H: -2.421 5.138 -0.507
H: -3.663 2.863 -0.707
H: -4.738 4.252 -0.681
H: -4.209 2.651 1.598
H: -1.497 4.195 1.724
C: -1.361 -2.160 4.530
C: -2.110 -0.864 4.249
O: -2.973 -0.875 3.118
O: -0.536 -2.460 3.436
H: -2.076 -2.968 4.688
H: -0.796 -2.178 5.462
H: -1.399 -0.045 4.137
H: -2.710 -0.651 5.133
H: -3.660 -1.544 3.165
H: 0.092 -3.136 3.698
C: 3.305 -6.321 0.618
C: 3.944 -6.475 2.027
O: 3.107 -5.910 3.051
O: 3.751 -5.108 -0.053
H: 2.230 -6.501 0.591
H: 3.833 -7.127 0.108
H: 4.960 -6.116 2.188
H: 4.007 -7.529 2.299
H: 3.501 -6.072 3.912
H: 3.597 -4.401 0.577
C: -5.252 -2.616 -2.211
C: -6.592 -1.834 -2.254
O: -6.805 -1.342 -3.560
O: -5.385 -3.933 -2.667
H: -4.821 -2.764 -1.221
H: -4.565 -2.188 -2.941
H: -6.732 -0.953 -1.628
H: -7.439 -2.430 -1.915
H: -7.026 -2.131 -4.060
H: -4.824 -4.422 -2.060
C: 5.305 -0.130 1.267
C: 4.850 1.278 0.851
O: 3.845 1.204 -0.113
O: 4.460 -0.770 2.135
H: 6.134 0.118 1.930
H: 5.718 -0.725 0.453
H: 5.610 1.934 0.426
H: 4.381 1.971 1.549
H: 4.228 0.718 -0.848
H: 4.704 -0.717 3.062

Atom charges from the Löwdin analysis, given in e for atoms 1 to 5: 0.360, 0.128, 0.143, 0.154, 0.141

(5)
# C20H42FIN3O6PS

A structure of composition C20H42FIN3O6PS in a non-equilibrium geometry (ωB97M-V with the def2-TZVPD basis set, OMol25).

Values from the calculation:
Net charge   0
Multiplicity   3
DFT total energy   -69114.35068 eV
Relative energy (zero: lowest compared OMol25 entry of this formula, charge and spin)   0.000 eV

CARTESIAN COORDINATES (ANGSTROEM)
C: 0.655 -2.614 -1.044
C: 1.783 -3.426 -1.638
O: 1.318 -4.641 -2.243
N: 0.806 -5.519 -1.271
P: -0.937 -5.880 -1.501
O: -1.323 -4.659 -2.472
I: -1.840 -5.162 0.690
S: 1.706 -6.950 -1.522
O: 3.072 -6.601 -1.539
O: 1.156 -7.747 -2.557
F: 1.379 -7.641 -0.185
H: 0.250 -3.096 -0.160
H: -0.109 -2.463 -1.801
H: 1.010 -1.626 -0.765
H: 2.267 -2.875 -2.438
H: 2.547 -3.659 -0.897
H: -2.129 -4.869 -2.951
C: -1.450 0.004 5.216
C: -0.453 -1.037 4.674
C: 0.848 -0.979 5.476
C: 1.695 0.252 5.161
C: 1.955 0.354 3.660
C: 0.677 0.318 2.820
N: -0.202 -0.826 3.214
O: 0.224 -1.925 2.676
C: -0.073 1.659 2.953
C: 1.045 0.201 1.349
C: -1.124 -2.389 4.890
H: -2.337 0.055 4.583
H: -1.771 -0.285 6.217
H: -1.038 1.005 5.311
H: 1.440 -1.876 5.268
H: 0.609 -1.006 6.541
H: 1.206 1.157 5.531
H: 2.647 0.183 5.692
H: 2.500 1.273 3.437
H: 2.606 -0.474 3.361
H: -1.087 1.578 2.559
H: 0.444 2.428 2.379
H: -0.126 2.034 3.973
H: 1.670 -0.667 1.153
H: 1.607 1.081 1.039
H: 0.156 0.133 0.719
H: -2.032 -2.476 4.293
H: -1.395 -2.491 5.940
H: -0.468 -3.220 4.637
C: 0.849 4.442 -2.919
C: 0.645 2.938 -3.177
C: 0.266 2.704 -4.640
C: -1.165 3.126 -4.967
C: -2.153 2.454 -4.016
C: -1.822 2.683 -2.541
N: -0.387 2.374 -2.255
O: -0.226 1.094 -2.144
C: -2.163 4.134 -2.147
C: -2.718 1.804 -1.674
C: 1.998 2.294 -2.895
H: 1.005 4.635 -1.857
H: 1.733 4.788 -3.454
H: 0.028 5.066 -3.263
H: 0.381 1.642 -4.877
H: 0.970 3.241 -5.279
H: -1.263 4.214 -4.921
H: -1.400 2.844 -5.995
H: -3.165 2.816 -4.212
H: -2.162 1.379 -4.221
H: -1.725 4.389 -1.182
H: -3.243 4.248 -2.060
H: -1.845 4.874 -2.878
H: -2.635 0.750 -1.930
H: -3.757 2.097 -1.820
H: -2.475 1.921 -0.617
H: 2.273 2.404 -1.845
H: 2.761 2.781 -3.500
H: 2.009 1.234 -3.142

Atom charges from the Löwdin analysis, given in e for atoms 1 to 5: -0.076, -0.220, -0.215, -0.417, 0.510

(6)
# C20H14Br2NO5

The ion C20H14Br2NO5 with charge -1 in a non-equilibrium geometry (ωB97M-V with the def2-TZVPD basis set, OMol25).

Values from the calculation:
Net charge   -1
SMILES   COc1ccc([C@H](Oc2ccc([N+](=O)[O-])cc2)c2cc(Br)c([O-])c(Br)c2)cc1
DFT total energy   -172777.57950 eV
Relative energy (zero: lowest compared OMol25 entry of this formula, charge and spin)   0.046 eV

CARTESIAN COORDINATES (ANGSTROEM)
C: -6.255 1.492 2.567
O: -5.774 0.320 1.870
C: -4.516 -0.152 2.105
C: -3.581 0.471 2.963
C: -2.334 -0.115 3.163
C: -1.921 -1.205 2.388
C: -0.485 -1.728 2.383
O: -0.344 -2.520 3.547
C: 0.757 -3.360 3.664
C: 1.690 -3.075 4.686
C: 2.542 -4.061 5.147
C: 2.483 -5.339 4.561
N: 3.286 -6.354 5.149
O: 3.261 -7.515 4.682
O: 4.010 -6.026 6.125
C: 1.662 -5.598 3.449
C: 0.857 -4.580 2.956
C: 0.614 -0.690 2.286
C: 1.967 -1.080 2.281
C: 2.976 -0.152 2.256
Br: 4.786 -0.663 2.354
C: 2.701 1.307 2.127
O: 3.592 2.160 2.058
C: 1.263 1.640 2.056
Br: 0.769 3.444 1.845
C: 0.310 0.661 2.071
C: -2.859 -1.841 1.577
C: -4.120 -1.316 1.407
H: -7.270 1.615 2.176
H: -6.287 1.332 3.654
H: -5.650 2.384 2.342
H: -3.818 1.420 3.447
H: -1.637 0.348 3.863
H: -0.403 -2.377 1.489
H: 1.799 -2.059 5.051
H: 3.218 -3.895 5.974
H: 1.683 -6.593 2.993
H: 0.267 -4.727 2.043
H: 2.234 -2.137 2.313
H: -0.730 0.962 1.962
H: -2.562 -2.748 1.044
H: -4.848 -1.767 0.735

Atom charges from the Löwdin analysis, given in e for atoms 1 to 5: -0.071, -0.106, -0.272, -0.008, -0.037

(7)
# C2H9NO4

A cluster of 3 separate species, C2H9NO4 in total in a non-equilibrium geometry (ωB97M-V with the def2-TZVPD basis set, OMol25).

Values from the calculation:
Net charge   0
DFT total energy   -11892.55370 eV
Relative energy (zero: lowest compared OMol25 entry of this formula, charge and spin)   8.276 eV

CARTESIAN COORDINATES (ANGSTROEM)
C: -1.166 1.265 1.383
N: -0.215 0.288 1.070
C: -0.190 -0.011 -0.402
O: -0.916 -1.050 -0.704
O: 1.228 0.082 -0.718
H: -0.810 2.233 0.867
H: -1.329 1.412 2.511
H: -2.050 0.964 0.823
H: 0.719 0.571 1.241
H: -0.628 0.903 -0.912
H: 1.400 3.294 -0.334
H: 1.307 1.089 -0.630
O: 0.883 2.500 -0.024
H: -0.168 -2.331 -0.498
H: 0.947 -3.342 -0.895
O: 0.087 -3.323 -0.498

Atom charges from the Löwdin analysis, given in e for atoms 1 to 5: -0.090, 0.116, -0.512, 0.031, 0.033

> What is the formula in the sixth record?

C20H14Br2NO5